Below is a molecular structure, C35H54Cl2HfN4O2P2SSi, with properties calculated with ωB97M-V/def2-TZVPD.

molar mass = 934.3 g mol⁻¹
energy relative to the best compared isomer or geometry (same formula, charge and spin) = 0.307 eV
HOMO level = -13.35 eV
gap between HOMO and LUMO = 7.188 eV
F_max = 1.06 eV/Å

Structure (ORCA input):
```
! RIJCOSX wB97M-V def2-TZVPD def2/J DEFGRID3
* xyz 2 1
Hf 0.1593 0.3946 0.5149
C 2.7992 -1.2501 -1.9636
C 3.0187 0.1367 -1.4498
C 4.0781 0.8988 -1.8674
C 4.2222 2.1945 -1.3665
C 3.2931 2.7126 -0.4926
C 2.2092 1.9087 -0.1209
N 2.1159 0.6299 -0.5711
N 1.1102 2.2686 0.6447
Si 1.1813 3.7620 1.6151
C 1.2531 5.2404 0.4772
C 2.6421 3.6581 2.7423
C -0.3285 4.0080 2.6640
H 2.6364 -1.9417 -1.1401
H 3.6551 -1.5958 -2.5417
H 1.9145 -1.2733 -2.6077
H 4.7930 0.4875 -2.5693
H 5.0661 2.8037 -1.6745
H 3.3829 3.7233 -0.1111
H 1.6163 5.0015 -0.5293
H 1.9293 6.0024 0.8917
H 0.2632 5.6990 0.3847
H 3.5999 3.6373 2.2102
H 2.5870 2.7614 3.3704
H 2.6504 4.5347 3.4035
H -1.2609 3.9844 2.0900
H -0.2483 5.0213 3.0814
H -0.3901 3.3128 3.5091
C -2.5879 -2.4707 -0.8795
P -2.1522 -1.4541 0.5878
C -3.8264 -0.8917 1.0624
C -1.7615 -2.6963 1.8621
C -2.7400 -3.3026 2.6459
C -2.3859 -4.1922 3.6514
C -1.0476 -4.4771 3.8814
C -0.0679 -3.8969 3.0887
C -0.4143 -3.0118 2.0739
P 0.8347 -2.3049 0.9429
C 2.4335 -2.7772 1.6548
C 0.6876 -3.4446 -0.5024
H -2.8974 -3.4617 -0.5526
H -1.7625 -2.5532 -1.5791
H -3.4141 -1.9872 -1.4026
H -4.5495 -1.6661 0.8121
H -4.0828 0.0068 0.4956
H -3.8853 -0.6723 2.1237
H -3.7896 -3.0849 2.4860
H -3.1576 -4.6619 4.2522
H -0.7641 -5.1555 4.6773
H 0.9699 -4.1415 3.2792
H 2.5581 -2.3347 2.6415
H 3.2312 -2.4091 1.0116
H 2.5031 -3.8601 1.7142
H 0.0395 -4.2830 -0.2521
H 1.6708 -3.8336 -0.7685
H 0.2857 -2.9301 -1.3742
Cl -4.0194 0.4228 6.5452
C -2.7935 0.3726 5.3352
C -1.6123 -0.3430 5.5808
C -0.6131 -0.3927 4.6393
Cl 0.8801 -1.1777 5.0105
C -0.7555 0.2353 3.3927
O 0.2151 0.1814 2.4928
C -1.9504 0.9523 3.1653
C -2.2342 1.6224 1.9354
O -1.6156 1.5111 0.8576
C -2.9479 1.0302 4.1558
H -1.4809 -0.8469 6.5298
H -3.1250 2.2538 1.9267
H -3.8534 1.5982 3.9624
C -5.8063 2.5498 -0.4832
C -5.0210 2.1181 -1.7176
C -4.1247 3.2287 -2.2550
C -3.3807 2.8314 -3.5249
N -2.4071 1.7541 -3.2492
C -1.3269 1.7681 -2.4759
S -0.7019 0.1999 -1.9922
N -0.7083 2.8715 -2.0853
C -0.7696 4.2346 -2.6468
C -0.1765 4.2897 -4.0481
C 1.3086 3.9344 -4.0984
C 2.1986 4.8993 -3.3123
H -6.4349 1.7410 -0.1053
H -6.4590 3.3940 -0.7140
H -5.1339 2.8653 0.3233
H -5.7169 1.8058 -2.5025
H -4.4040 1.2453 -1.4730
H -3.3977 3.5074 -1.4825
H -4.7239 4.1189 -2.4691
H -2.8992 3.6818 -3.9904
H -4.0745 2.4224 -4.2549
H -2.7121 0.8223 -3.4705
H 0.0631 2.7052 -1.4664
H -0.1914 4.8558 -1.9644
H -1.7846 4.6145 -2.6284
H -0.3321 5.3029 -4.4316
H -0.7262 3.6105 -4.7072
H 1.6134 3.9361 -5.1464
H 1.4569 2.9090 -3.7367
H 1.9711 5.9396 -3.5627
H 3.2517 4.7275 -3.5430
H 2.0835 4.7798 -2.2289
*
```

These are the Mulliken partial charges, in e, on atoms 1 to 99: 0.28 -0.69 0.46 -0.91 -0.94 -1.06 1.08 0.52 1.26 -0.12 -0.39 -1.03 -0.84 -0.38 0.51 0.18 0.52 0.53 0.61 -0.56 0.45 0.42 0.33 0.30 0.42 0.06 0.60 0.19 -1.26 1.99 -1.74 -0.38 -0.76 -0.93 -0.80 -0.96 0.10 1.43 -1.60 -1.43 0.44 0.29 0.49 0.68 -0.04 0.51 0.43 0.47 0.47 0.43 0.33 0.44 0.56 0.47 0.58 0.27 -0.17 -0.08 -0.43 0.64 -0.17 0.14 -0.92 1.01 -0.33 -0.13 -1.40 0.53 0.02 0.54 -1.23 0.17 -0.11 -1.19 -0.01 0.42 -0.55 1.06 -0.85 -0.72 -0.45 -0.65 0.39 0.42 0.14 0.38 -0.26 -0.11 0.65 0.15 0.68 0.36 -0.83 0.25 0.38 0.55 0.31 0.36 0.23

Below is a single C4H8N4 molecule, with properties calculated with ωB97M-V/def2-TZVPD.

molar mass = 112.1 g mol⁻¹
energy relative to the best compared isomer or geometry (same formula, charge and spin) = 3.263 eV
SMILES = [H]/N=C(\C=C)N/C=N/N
HOMO level = -8.04 eV
gap between HOMO and LUMO = 8.740 eV
F_max = 6.18 eV/Å

Structure (ORCA input):
```
! RIJCOSX wB97M-V def2-TZVPD def2/J DEFGRID3
* xyz 0 1
C 0.2052 1.1667 -1.2502
C -0.2420 -0.7129 0.3210
C -1.4148 -1.1598 1.2099
C -1.3124 -2.0850 2.1171
H 1.7353 3.2176 -1.7719
H 3.0123 2.0997 -2.0058
H -0.3369 1.9025 -1.9230
H -1.5123 0.6794 -0.5417
H 0.7687 -2.1798 0.8816
H -2.2803 -0.4704 1.0568
H -0.3228 -2.7002 2.2974
H -2.1053 -2.4969 2.8246
N 1.9797 2.2757 -2.0005
N 1.5013 1.4095 -1.1069
N -0.5857 0.3022 -0.5199
N 0.9099 -1.2482 0.4115
*
```

Let us look at the natural (NBO) charges, expressed in e, one per atom: 0.21 0.40 -0.27 -0.35 0.35 0.37 0.15 0.40 0.33 0.20 0.20 0.22 -0.67 -0.28 -0.60 -0.65

Below is 2 unconnected molecules or ions with the total composition C7H19N4O, with properties calculated with ωB97M-V/def2-TZVPD.

molar mass = 175.3 g mol⁻¹
energy relative to the best compared isomer or geometry (same formula, charge and spin) = 0.906 eV
HOMO level (alpha / beta) = -3.22 / -8.60 eV
gap between HOMO and LUMO (alpha / beta) = 4.098 / 9.431 eV
F_max = 4.67 eV/Å

Structure (ORCA input):
```
! RIJCOSX wB97M-V def2-TZVPD def2/J DEFGRID3
* xyz 0 2
C 2.4134 -0.8262 -0.8384
C 1.1279 -0.9431 -1.5114
C 2.8038 1.3159 0.3734
C 1.2615 -1.5668 2.0407
C 1.2356 -0.1798 1.4427
O 0.3073 0.5488 1.7219
N 2.3121 -0.0338 0.4749
H 2.8862 -1.7998 -0.6339
H 3.2219 -0.3998 -1.4759
H 0.8758 -0.2172 -2.2718
H 0.2010 -1.0085 -0.8537
H 3.1410 1.7985 1.2723
H 2.3533 -1.9440 2.0141
H 0.9167 -2.0430 -1.7265
H 3.6588 1.4421 -0.3117
H 2.0527 2.0411 -0.0230
H 1.1884 -1.6208 3.1193
H 0.7796 -2.3276 1.3921
C -0.8740 1.3894 -1.4142
C -2.6180 0.0651 -0.5023
N -2.1074 0.6183 -1.6621
N -2.3031 0.6548 0.7152
N -3.4488 -1.0276 -0.4914
H -2.6481 0.7128 -2.5073
H -1.6618 1.4196 0.7260
H -2.4760 0.2422 1.6135
H -3.8288 -1.4920 -1.2887
H -3.7952 -1.4551 0.3653
H -1.2672 2.3694 -1.1101
H -0.1035 1.5676 -2.1504
H -0.3735 0.8747 -0.5584
*
```

Let us look at the natural (NBO) charges, expressed in e, one per atom: -0.22 -0.68 -0.42 -0.74 0.72 -0.57 -0.52 0.20 0.22 0.23 0.24 0.20 0.22 0.23 0.20 0.18 0.25 0.24 -0.45 0.36 -0.66 -0.87 -0.87 0.37 0.40 0.39 0.38 0.38 0.18 0.19 0.23

Below is a single C21H29N3O5S molecule, with properties calculated with ωB97M-V/def2-TZVPD.

molar mass = 435.5 g mol⁻¹
energy relative to the best compared isomer or geometry (same formula, charge and spin) = 1.659 eV
SMILES = CC(C)OCCCNC(=O)c1cn(C)c2ccc(S(=O)(=O)N3CCCC3)cc2c1=O
HOMO level = -8.83 eV
gap between HOMO and LUMO = 8.684 eV
F_max = 1.18 eV/Å

Structure (ORCA input):
```
! RIJCOSX wB97M-V def2-TZVPD def2/J DEFGRID3
* xyz 0 1
C 6.8309 3.3475 -1.5722
H 6.1369 4.1277 -1.2704
H 7.8480 3.6921 -1.4058
H 6.6877 3.1509 -2.6310
C 6.5647 2.0694 -0.7763
C 7.5449 0.9682 -1.1856
H 7.3630 0.0574 -0.6217
H 7.4189 0.7482 -2.2423
H 8.5670 1.2935 -1.0096
O 5.2234 1.6660 -1.0302
C 4.4327 1.3621 0.0905
C 4.8121 0.0487 0.7837
H 4.8303 -0.7515 0.0422
C 3.8249 -0.3254 1.8936
N 2.5058 -0.6098 1.3862
C 2.1573 -1.8371 0.9711
O 2.8810 -2.8182 1.0497
C 0.7733 -1.9427 0.4056
C 0.4062 -3.1780 -0.0311
N -0.7879 -3.4886 -0.5671
C -1.7491 -2.5113 -0.6895
C -3.0184 -2.7922 -1.2189
C -3.9642 -1.7978 -1.3237
C -3.6662 -0.5066 -0.9100
C -2.4318 -0.2051 -0.3946
C -1.4554 -1.1969 -0.2709
C -0.1475 -0.8304 0.3005
O 0.0966 0.3237 0.6483
H -2.1974 0.7988 -0.0779
S -4.9049 0.7814 -1.0428
O -6.1403 0.1626 -1.4469
O -4.3936 1.8492 -1.8479
N -4.9335 1.2986 0.5575
C -5.2922 2.6951 0.7602
H -5.1414 3.2229 -0.1806
C -6.7562 2.7193 1.2486
H -6.8129 3.1646 2.2419
H -7.3918 3.2940 0.5785
C -7.1714 1.2434 1.2916
H -7.6598 0.9580 0.3602
H -7.8289 1.0139 2.1276
C -5.8312 0.5107 1.3793
H -5.8720 -0.5078 0.9961
H -5.4447 0.5022 2.4030
H -4.6160 3.1147 1.5102
H -4.9459 -1.9951 -1.7251
H -3.2676 -3.7875 -1.5473
C -1.0460 -4.8409 -1.0058
H -1.8767 -5.2759 -0.4469
H -1.2823 -4.8601 -2.0712
H -0.1585 -5.4459 -0.8359
H 1.1321 -3.9758 0.0610
H 1.8386 0.1432 1.2413
H 4.1839 -1.2306 2.3919
H 3.7489 0.4850 2.6227
H 5.8081 0.1356 1.2220
H 4.4687 2.1865 0.8211
H 3.4149 1.2909 -0.3029
H 6.6848 2.2853 0.2959
*
```

Let us look at the natural (NBO) charges, expressed in e, one per atom: -0.62 0.21 0.20 0.21 0.10 -0.63 0.21 0.21 0.21 -0.54 -0.05 -0.44 0.22 -0.22 -0.62 0.67 -0.66 -0.33 0.14 -0.37 0.27 -0.27 -0.15 -0.36 -0.10 -0.21 0.59 -0.64 0.26 2.31 -0.95 -0.93 -0.66 -0.24 0.24 -0.43 0.21 0.22 -0.42 0.23 0.22 -0.23 0.22 0.20 0.20 0.25 0.22 -0.40 0.21 0.21 0.23 0.24 0.44 0.23 0.19 0.20 0.15 0.19 0.16

Below is a single C7H11N3O3 molecule, with properties calculated with ωB97M-V/def2-TZVPD.

molar mass = 185.2 g mol⁻¹
energy relative to the best compared isomer or geometry (same formula, charge and spin) = 4.492 eV
HOMO level = -9.23 eV
gap between HOMO and LUMO = 9.739 eV
F_max = 5.01 eV/Å

Structure (ORCA input):
```
! RIJCOSX wB97M-V def2-TZVPD def2/J DEFGRID3
* xyz 0 1
C -2.2703 1.6041 0.6367
C -3.0640 -0.4598 -0.3404
C -2.5137 -1.8967 -0.2237
C 1.3667 0.3721 0.2339
C -0.9901 -0.4487 0.6720
C 2.2723 -0.9076 0.2364
C 2.2249 1.5974 -0.1625
N 0.9094 0.3566 1.6117
N -0.1729 -0.1032 1.7724
N -2.1689 0.2657 0.5431
O -3.0408 2.1854 -0.1035
O -1.2862 -1.7583 0.4601
O 0.2920 0.2562 -0.6109
H -1.7634 2.0227 1.6382
H -2.8680 0.1349 -1.3272
H -4.0568 -0.2823 -0.0019
H -3.0770 -2.5391 0.5042
H -2.4554 -2.5109 -1.1676
H 2.9935 -0.7958 1.1770
H 2.8736 -0.9635 -0.5792
H 1.6782 -1.8741 0.3931
H 3.0099 1.8065 0.6828
H 1.5815 2.4989 -0.1458
H 2.5818 1.4011 -1.2168
*
```

Let us look at the natural (NBO) charges, expressed in e, one per atom: 0.56 -0.25 -0.09 0.29 0.78 -0.61 -0.63 -0.03 -0.18 -0.48 -0.56 -0.46 -0.68 0.15 0.24 0.23 0.20 0.22 0.21 0.21 0.22 0.22 0.22 0.23